(1)
ORCA calculation (ωB97M-V/def2-TZVPD) on a single C3H4ClF molecule in a non-equilibrium geometry.

Its structure (SMILES) is C/C(Cl)=C\F. As for the LUMO energy: 0.861 eV. For the orbital gap, the calculation gives 10.14 eV. For the relative energy (zero: lowest compared OMol25 entry of this formula, charge and spin), the calculation gives 50.2 kcal/mol. Its HOMO energy is -0.3411 Eh.

```
! RIJCOSX wB97M-V def2-TZVPD def2/J DEFGRID3
* xyz 0 1
C -0.27 1.60 -0.04
C -0.06 0.09 0.06
C 1.04 -0.69 -0.07
H -0.67 2.22 -0.79
H -0.97 1.94 0.94
H 0.83 2.17 0.02
H 0.79 -1.68 0.07
F 2.35 -0.17 0.02
Cl -1.49 -0.53 -0.01
*
```

natural (NBO) atomic charge list, values in e, 2 entries: -0.664 -0.189

***

(2)
ORCA calculation (ωB97M-V/def2-TZVPD) on 2 unconnected molecules or ions with the total composition CH2N2O3 in a non-equilibrium geometry.

Its structure (SMILES) is N=C=O.O=NO. As for the LUMO energy: -0.296 eV. For the orbital gap, the calculation gives 10.53 eV. For the relative energy (zero: lowest compared OMol25 entry of this formula, charge and spin), the calculation gives 24.5 kcal/mol. Its HOMO energy is -0.3978 Eh.

```
! RIJCOSX wB97M-V def2-TZVPD def2/J DEFGRID3
* xyz 0 1
C 1.13 -1.66 0.56
N 0.83 -1.49 -0.59
N -0.28 1.43 -0.14
O 1.66 -1.87 1.55
O -1.66 1.56 -0.23
O 0.35 2.43 -0.03
H -1.96 0.61 -0.28
H -0.08 -1.02 -0.85
*
```

natural (NBO) atomic charge list, values in e, 2 entries: 0.847 -0.765

***

(3)
ORCA calculation (ωB97M-V/def2-TZVPD) on a single C15H23N3O molecule in a non-equilibrium geometry.

Its structure (SMILES) is CCO[C@@H](C)c1ccc2c(n1)N1[C@@H](CNC[C@H]1C)C2. As for the LUMO energy: 0.883 eV. For the orbital gap, the calculation gives 8.29 eV. For the relative energy (zero: lowest compared OMol25 entry of this formula, charge and spin), the calculation gives 28.8 kcal/mol. Its HOMO energy is -0.2722 Eh.

```
! RIJCOSX wB97M-V def2-TZVPD def2/J DEFGRID3
* xyz 0 1
N -0.63 0.05 -0.07
O -3.44 -1.24 1.65
C 0.64 0.44 0.13
C -1.46 0.04 0.98
C -1.01 0.46 2.24
C 0.31 0.90 2.46
C 1.14 0.88 1.33
N 3.36 1.70 -2.67
N 1.62 0.43 -0.84
C -3.66 -3.55 2.14
C -2.72 -2.47 1.69
C -3.83 0.88 0.81
C 2.01 -1.19 -2.66
C 2.59 1.22 1.19
C 2.02 1.26 -3.14
C 3.29 2.15 -1.25
C -2.91 -0.33 0.72
C 1.37 0.15 -2.26
C 2.84 1.00 -0.30
H -1.68 0.45 3.09
H 0.68 1.23 3.39
H 3.76 2.40 -3.26
H -3.91 -3.45 3.20
H -4.61 -3.47 1.54
H -3.23 -4.57 1.94
H -2.29 -2.76 0.70
H -1.94 -2.38 2.42
H -3.43 1.64 0.13
H -3.92 1.27 1.81
H -4.78 0.53 0.49
H 3.07 -1.18 -2.48
H 1.50 -2.01 -2.11
H 1.88 -1.42 -3.72
H 2.81 2.26 1.47
H 3.24 0.56 1.77
H 2.11 0.88 -4.17
H 1.35 2.14 -3.18
H 2.57 2.99 -1.18
H 4.27 2.54 -0.89
H -2.94 -0.77 -0.28
H 0.32 0.06 -2.49
H 3.66 0.28 -0.34
*
```

natural (NBO) atomic charge list, values in e, 2 entries: -0.519 -0.539

***

(4)
ORCA calculation (ωB97M-V/def2-TZVPD) on a molecular structure, C24H38ClCoN6O3S.

As for the LUMO energy: -7.163 eV. For the orbital gap, the calculation gives 5.63 eV. For the relative energy (zero: lowest compared OMol25 entry of this formula, charge and spin), the calculation gives 9.0 kcal/mol. Its HOMO energy is -0.4701 Eh.

```
! RIJCOSX wB97M-V def2-TZVPD def2/J DEFGRID3
* xyz 2 1
Co 0.13 -0.25 -0.35
C 2.77 1.34 -0.41
N 2.26 -0.06 -0.29
C 3.05 -0.81 -1.32
C 2.57 -0.57 1.07
C 1.58 0.03 2.02
N 0.20 -0.38 1.64
C -0.76 0.58 2.28
C -0.12 -1.73 2.17
H 3.83 1.33 -0.16
H 2.25 2.03 0.23
H 2.67 1.66 -1.45
H 4.10 -0.53 -1.21
H 2.70 -0.52 -2.31
H 2.96 -1.87 -1.19
H 3.59 -0.32 1.36
H 2.49 -1.65 1.04
H 1.61 1.12 1.99
H 1.78 -0.27 3.05
H -0.54 0.62 3.35
H -1.78 0.23 2.13
H -0.64 1.57 1.85
H -0.04 -1.71 3.25
H 0.57 -2.46 1.76
H -1.13 -2.00 1.88
N -2.31 -2.54 -0.39
C -2.78 -1.28 -0.43
C -4.18 -1.10 -0.48
C -4.71 0.15 -0.49
C -3.85 1.24 -0.43
C -2.51 1.01 -0.35
N -1.92 -0.24 -0.37
H -2.95 -3.29 -0.60
H -1.33 -2.69 -0.55
H -4.80 -1.98 -0.50
H -5.79 0.29 -0.54
H -4.21 2.26 -0.42
H -1.85 1.85 -0.26
C -2.01 5.68 -0.12
C -0.54 5.48 0.14
C 0.12 6.14 1.17
C 1.48 6.00 1.36
Cl 2.26 6.82 2.68
C 2.23 5.22 0.50
C 1.59 4.54 -0.53
C 0.22 4.65 -0.67
O -0.51 3.96 -1.65
C 0.11 2.95 -2.38
C 0.18 1.67 -1.59
O 0.25 0.54 -2.13
O 0.13 1.62 -0.31
H -2.43 6.38 0.60
H -2.55 4.74 -0.07
H -2.17 6.09 -1.12
H -0.45 6.78 1.84
H 3.31 5.16 0.62
H 2.18 3.96 -1.22
H 1.10 3.21 -2.76
H -0.53 2.74 -3.23
C 1.65 -5.35 0.89
N 0.57 -5.37 -0.07
C -0.08 -6.64 -0.44
C -1.07 -6.23 -1.54
N -0.82 -4.79 -1.66
C 0.16 -4.38 -0.85
S 0.86 -2.80 -0.87
H 1.41 -6.02 1.71
H 1.78 -4.34 1.28
H 2.59 -5.67 0.43
H -0.58 -7.06 0.44
H 0.67 -7.35 -0.78
H -2.10 -6.42 -1.26
H -0.87 -6.74 -2.48
H -1.04 -4.26 -2.50
*
```

Mulliken atomic charge list, values in e, 2 entries: 0.350 -1.508

***

(5)
ORCA calculation (ωB97M-V/def2-TZVPD) on a molecular structure, C22H36N2O5PPtS4SbSi in a non-equilibrium geometry.

As for the LUMO energy (spin up / spin down): -0.390 / -0.331 eV. For the orbital gap (spin up / spin down), the calculation gives 4.31 / 4.38 eV. The expectation value of S² is 0.773. For the relative energy (zero: lowest compared OMol25 entry of this formula, charge and spin), the calculation gives 58.1 kcal/mol. Its HOMO energy (spin up / spin down) is -0.1727 / -0.1731 Eh.

```
! RIJCOSX wB97M-V def2-TZVPD def2/J DEFGRID3
* xyz -1 2
Pt 1.17 0.08 -0.32
O 0.21 1.27 1.44
N 0.66 1.75 2.56
C 1.45 2.84 2.55
C 1.89 3.41 3.72
C 1.49 2.86 4.94
C 0.70 1.73 4.94
C 0.28 1.15 3.73
S -0.68 -0.24 3.66
H 1.72 3.21 1.57
H 2.51 4.29 3.69
H 1.81 3.30 5.87
H 0.37 1.27 5.85
S 4.07 -0.47 -4.51
Sb 2.25 0.45 -3.25
S 1.38 -1.56 -2.34
S 3.35 1.15 -1.22
C 3.57 -0.21 2.42
Si 3.34 -1.79 1.37
C 4.61 -1.90 -0.06
C 3.74 -3.30 2.49
N 1.71 -1.59 0.81
C 0.67 -2.44 0.83
C -0.63 -1.94 0.56
C -1.72 -2.78 0.50
C -1.57 -4.14 0.73
C -0.31 -4.65 1.01
C 0.79 -3.83 1.06
H 4.57 -0.11 2.82
H 2.87 -0.20 3.26
H 3.36 0.66 1.80
H 5.58 -2.19 0.32
H 4.71 -0.94 -0.57
H 4.31 -2.63 -0.81
H 4.64 -3.10 3.07
H 3.93 -4.19 1.91
H 2.94 -3.51 3.20
H -0.75 -0.86 0.41
H -2.70 -2.38 0.28
H -2.43 -4.79 0.67
H -0.20 -5.71 1.17
H 1.76 -4.25 1.23
C -2.99 1.77 0.98
C -2.54 2.41 -0.33
C -1.56 3.54 -0.04
C -3.71 2.95 -1.15
O -1.92 1.36 -1.07
P -0.89 1.69 -2.26
O -1.27 2.84 -3.11
O 0.51 1.72 -1.68
O -0.87 0.28 -3.07
C -1.98 -0.33 -3.70
C -2.64 -1.30 -2.71
C -3.01 0.67 -4.21
C -1.40 -1.10 -4.89
H -3.47 2.50 1.62
H -2.12 1.35 1.48
H -3.69 0.96 0.78
H -2.00 4.25 0.65
H -1.30 4.05 -0.97
H -0.65 3.12 0.38
H -4.19 3.79 -0.63
H -4.46 2.18 -1.32
H -3.32 3.29 -2.10
H -3.02 -0.74 -1.86
H -1.91 -2.02 -2.36
H -3.47 -1.82 -3.20
H -3.52 1.15 -3.38
H -3.74 0.15 -4.83
H -2.52 1.44 -4.80
H -0.70 -1.86 -4.54
H -0.87 -0.41 -5.55
H -2.20 -1.59 -5.45
*
```

Mulliken atomic charge list, values in e, 2 entries: 2.162 -1.053

***

(6)
ORCA calculation (ωB97M-V/def2-TZVPD) on a molecular structure, C26H23FeNO5 in a non-equilibrium geometry.

As for the LUMO energy (spin up / spin down): -0.202 / -1.993 eV. For the orbital gap (spin up / spin down), the calculation gives 6.08 / 6.63 eV. The expectation value of S² is 6.079. For the relative energy (zero: lowest compared OMol25 entry of this formula, charge and spin), the calculation gives 38.7 kcal/mol. Its HOMO energy (spin up / spin down) is -0.2308 / -0.3168 Eh.

```
! RIJCOSX wB97M-V def2-TZVPD def2/J DEFGRID3
* xyz 0 5
O 1.43 3.53 0.50
C 0.77 2.58 0.37
Fe -0.49 1.34 0.67
C -1.09 2.29 2.03
O -1.09 3.05 2.90
C -1.72 1.74 -0.47
O -2.53 2.49 -0.84
C 3.15 0.30 3.08
C 3.05 0.26 1.46
C 1.73 0.23 0.69
C 0.65 -0.44 1.30
C 0.72 -0.46 2.76
C 1.83 -0.32 3.54
H 3.32 1.33 3.42
H 3.59 1.13 1.02
H 3.57 -0.69 1.20
H 1.86 0.14 -0.42
H 0.06 -1.21 0.74
H -0.28 -0.69 3.17
H 1.75 -0.79 4.55
C 4.47 -4.50 1.54
C 3.67 -3.84 2.65
O 4.51 -2.69 3.05
C 4.10 -1.82 4.03
C 4.37 -0.33 3.70
N 5.04 0.20 4.96
C 5.27 1.48 5.11
C 4.85 2.23 6.35
C 4.83 3.66 6.44
C 4.45 4.29 7.62
C 4.04 3.55 8.74
C 4.02 2.15 8.64
C 4.41 1.50 7.47
C 5.95 2.30 4.04
C 6.97 3.20 4.42
C 7.75 3.83 3.47
C 7.61 3.52 2.09
C 6.60 2.61 1.71
C 5.76 2.07 2.67
O 3.47 -2.18 4.98
H 3.91 -5.34 1.14
H 4.69 -3.83 0.70
H 5.42 -4.89 1.94
H 2.71 -3.45 2.27
H 3.53 -4.49 3.52
H 5.14 -0.35 2.91
H 5.15 4.26 5.58
H 4.48 5.39 7.67
H 3.75 4.06 9.65
H 3.68 1.56 9.49
H 4.43 0.41 7.38
H 7.13 3.39 5.49
H 8.45 4.61 3.78
H 8.28 3.95 1.34
H 6.48 2.30 0.67
H 4.88 1.53 2.31
*
```

natural (NBO) atomic charge list, values in e, 2 entries: -0.509 0.466

***

(7)
ORCA calculation (ωB97M-V/def2-TZVPD) on 4 unconnected molecules or ions with the total composition C3H13NO4 in a non-equilibrium geometry.

Its structure (SMILES) is CCNC=O.O.O.O. As for the LUMO energy: 0.410 eV. For the orbital gap, the calculation gives 10.03 eV. For the relative energy (zero: lowest compared OMol25 entry of this formula, charge and spin), the calculation gives 59.2 kcal/mol. Its HOMO energy is -0.3536 Eh.

```
! RIJCOSX wB97M-V def2-TZVPD def2/J DEFGRID3
* xyz 0 1
C -0.90 1.55 0.55
N -0.59 2.16 -0.72
C 0.68 1.83 -1.22
C 0.63 0.39 -1.92
O -1.90 1.68 1.20
H 0.13 1.37 0.97
H -1.17 2.52 -1.37
H 1.46 1.88 -0.54
H 0.94 2.44 -2.04
H -0.26 0.28 -2.62
H 0.78 -0.46 -1.37
H 1.60 0.24 -2.58
H -2.02 -2.06 -0.42
H -0.93 -2.79 0.26
O -1.74 -2.94 -0.28
H -0.76 0.00 3.13
H -0.60 -1.39 3.40
O -0.36 -0.74 2.76
H 1.20 -1.47 1.30
H 2.17 -2.65 0.93
O 1.62 -1.83 0.58
*
```

natural (NBO) atomic charge list, values in e, 2 entries: 0.535 -0.627

***

(8)
ORCA calculation (ωB97M-V/def2-TZVPD) on a single C5H12N2O molecule in a non-equilibrium geometry.

Its structure (SMILES) is N/C=C/C[C@@H](N)CO. As for the LUMO energy: 0.985 eV. For the orbital gap, the calculation gives 8.90 eV. For the relative energy (zero: lowest compared OMol25 entry of this formula, charge and spin), the calculation gives 59.8 kcal/mol. Its HOMO energy is -0.2909 Eh.

```
! RIJCOSX wB97M-V def2-TZVPD def2/J DEFGRID3
* xyz 0 1
C -0.79 2.08 1.13
O -0.73 1.91 2.57
C -0.03 0.88 0.47
C -0.88 -0.05 -0.36
C -0.16 -1.04 -1.26
C 0.27 -2.23 -0.83
N 0.94 -3.13 -1.63
N 1.13 1.39 -0.26
H -1.84 1.98 0.84
H -0.23 2.99 0.97
H 0.26 0.36 1.39
H -1.48 -0.64 0.36
H -1.60 0.43 -1.05
H 0.10 -0.72 -2.26
H 0.16 -2.58 0.19
H 1.29 -4.02 -1.29
H 0.94 -2.96 -2.62
H 2.02 1.04 0.05
H 0.16 1.71 2.87
H 1.10 1.33 -1.26
*
```

natural (NBO) atomic charge list, values in e, 2 entries: -0.068 -0.742

***

> What is the relative energy (zero: lowest compared OMol25 entry of this formula, charge and spin) in the eighth record?

59.8 kcal/mol

***

> Which value of relative energy (zero: lowest compared OMol25 entry of this formula, charge and spin) does entry 3 give?

28.8 kcal/mol